Below is a 2-piece molecular cluster, CHFN4 overall in a non-equilibrium geometry, with properties calculated with ωB97M-V/def2-TZVPD.

CARTESIAN COORDINATES (ANGSTROEM)
1 C 1.6863 0.5995 0.2598
2 N 2.5677 0.9649 0.9309
3 N 0.8567 0.1729 -0.6551
4 N 0.3529 -0.2757 -1.5857
5 N -2.0419 -0.3730 -0.1251
6 F -0.9855 0.0247 0.7694
7 H -2.4361 -1.1133 0.4059

## Properties
- relative energy (zero: lowest compared OMol25 entry of this formula, charge and spin) (eV) = 5.202
- LUMO energy (spin up / spin down) (eV) = -0.6767 / -1.4221
- Kohn-Sham gap (spin up / spin down) (eV) = 10.98 / 6.61
- net charge = 0



Below is C26H27Cl2F4I2O14P as an isolated structure in a non-equilibrium geometry, with properties calculated with ωB97M-V/def2-TZVPD.

CARTESIAN COORDINATES (ANGSTROEM)
1 C 0.3279 -2.5720 2.2216
2 C -0.0326 -3.6795 1.2313
3 I 0.1537 -5.6577 2.0284
4 C -0.4196 -3.4326 -0.0120
5 I -0.8607 -5.0472 -1.3198
6 C -0.5538 -1.9928 -0.4176
7 C 0.4318 -1.1195 -0.5123
8 C 0.0131 0.3051 -0.9074
9 O 0.6257 0.9578 -1.6791
10 C -1.2966 0.7878 -0.2549
11 P -1.4844 2.5214 0.3811
12 C -1.1200 2.6704 2.2086
13 C -0.3841 3.6569 -0.5803
14 C -2.2895 -0.1032 -0.1772
15 C -3.6964 0.0753 0.3994
16 Cl -4.6279 1.4364 -0.3129
17 C -3.5969 0.0984 1.9695
18 C -4.4520 1.1687 2.6641
19 Cl -4.1008 -1.5529 2.5692
20 C -1.9775 -1.5043 -0.7074
21 O -2.7679 -2.1599 -1.3043
22 H -0.4295 -1.7776 2.1342
23 H 0.3578 -2.9514 3.2493
24 H 1.3269 -2.1524 1.9926
25 H 1.4648 -1.4002 -0.3009
26 H -0.1799 3.2173 2.3982
27 H -1.9241 3.2843 2.6350
28 H -1.0141 1.7080 2.7259
29 H 0.6785 3.3638 -0.5953
30 H -0.7292 3.7247 -1.6222
31 H -0.4327 4.6788 -0.1687
32 H -4.2468 -0.8390 0.1412
33 H -2.5368 0.1766 2.2292
34 H -5.4841 1.1483 2.3001
35 H -3.9532 2.1375 2.5385
36 H -4.4592 0.9267 3.7393
37 C -3.4370 -1.9885 -4.3698
38 C -4.3960 -1.7280 -5.4987
39 O -3.5795 -1.8821 -6.6458
40 C -2.6047 -2.7703 -6.3028
41 O -1.9083 -3.3325 -7.0825
42 O -2.5374 -2.9345 -4.9563
43 F -4.8674 -0.4585 -5.4655
44 H -2.8840 -1.0940 -4.0776
45 H -3.9249 -2.4013 -3.4908
46 H -5.2340 -2.4260 -5.5504
47 C 2.0835 6.4830 4.7860
48 C 3.0918 5.8053 3.8996
49 O 2.9392 4.4382 4.2435
50 C 1.6404 4.2851 4.6424
51 O 1.0904 3.2400 4.7528
52 O 1.0622 5.4874 4.8937
53 F 4.3541 6.1932 4.1967
54 H 2.4832 6.7031 5.7774
55 H 1.6923 7.4006 4.3519
56 H 2.9123 5.9353 2.8304
57 C 0.7998 -4.2941 -5.6622
58 C 2.1341 -3.6732 -5.3505
59 O 2.6563 -4.5347 -4.3560
60 C 2.1182 -5.7673 -4.5985
61 O 2.5276 -6.7788 -4.1354
62 O 1.0591 -5.6838 -5.4422
63 F 1.9930 -2.4303 -4.8237
64 H 0.0163 -3.9579 -4.9811
65 H 0.4775 -4.1123 -6.6831
66 H 2.8233 -3.6332 -6.1968
67 C 5.6729 0.8074 3.6449
68 C 4.9553 1.9167 2.9278
69 O 4.1727 1.2284 1.9756
70 C 3.8987 0.0127 2.5191
71 O 3.0481 -0.7119 2.1220
72 O 4.7122 -0.2521 3.5747
73 F 5.8266 2.7260 2.2734
74 H 6.5900 0.5075 3.1345
75 H 5.9099 1.0549 4.6772
76 H 4.3024 2.5186 3.5617

## Properties
- LUMO energy (eV) = -1.0309
- Kohn-Sham gap (eV) = 7.01
- net charge = 0



Below is a 12-piece molecular cluster, C60H54F9N3 overall in a non-equilibrium geometry, with properties calculated with ωB97M-V/def2-TZVPD.

CARTESIAN COORDINATES (ANGSTROEM)
1 F -14.8120 -5.5966 13.3839
2 C -15.7980 -5.9494 14.1617
3 C -16.7113 -4.9892 14.5798
4 C -17.8344 -5.3988 15.2863
5 C -17.9262 -6.7336 15.6086
6 C -16.9640 -7.6264 15.3000
7 C -15.9144 -7.2717 14.4679
8 H -16.6594 -3.9460 14.3054
9 H -18.5711 -4.6938 15.6422
10 H -18.7137 -6.9752 16.3072
11 H -16.9887 -8.6598 15.6130
12 H -15.1206 -7.9174 14.1226
13 F -0.4828 7.4372 7.9976
14 C -0.4720 7.0736 9.2676
15 C -0.7116 7.9784 10.3152
16 C -0.7368 7.4863 11.6239
17 C -0.4472 6.1220 11.8748
18 C 0.0383 5.3264 10.8616
19 C -0.0762 5.7645 9.5602
20 H -0.9764 9.0147 10.1662
21 H -1.1644 8.0144 12.4633
22 H -0.4965 5.8008 12.9047
23 H 0.3550 4.3208 11.0958
24 H 0.2574 5.1291 8.7531
25 F -8.1789 3.4380 14.7443
26 C -8.0704 2.1290 14.4308
27 C -6.8132 1.6075 14.0117
28 C -6.6411 0.2625 13.8096
29 C -7.7015 -0.5817 14.0202
30 C -8.9758 -0.0880 14.4884
31 C -9.1338 1.2853 14.6421
32 H -6.0080 2.2765 13.7462
33 H -5.6477 -0.0746 13.5528
34 H -7.5393 -1.6399 13.8774
35 H -9.6902 -0.8466 14.7720
36 H -10.0415 1.7149 15.0394
37 F -9.9759 11.6888 15.8052
38 C -10.4501 12.9723 15.7600
39 C -11.7507 13.3829 15.6754
40 C -11.9538 14.8059 15.5465
41 C -10.8469 15.6973 15.4980
42 C -9.5406 15.2334 15.6774
43 C -9.3626 13.9210 15.8623
44 H -12.5333 12.6401 15.7214
45 H -12.9729 15.1316 15.3992
46 H -11.0743 16.7034 15.1779
47 H -8.6598 15.8571 15.7192
48 H -8.3702 13.5227 16.0135
49 F -4.7248 -11.7224 16.0868
50 C -5.7697 -11.0374 15.5622
51 C -5.5748 -10.2920 14.3913
52 C -6.7010 -9.5128 13.8922
53 C -7.9019 -9.3967 14.5740
54 C -8.0692 -10.2550 15.6766
55 C -6.9943 -10.9588 16.2557
56 H -4.6586 -10.3899 13.8280
57 H -6.5662 -8.8664 13.0376
58 H -8.6699 -8.7006 14.2707
59 H -9.0082 -10.2454 16.2100
60 H -7.1679 -11.5359 17.1519
61 F -10.2765 7.0999 7.2976
62 C -9.5596 7.5127 8.3858
63 C -10.0541 8.5665 9.0944
64 C -9.3406 9.2685 10.0438
65 C -8.1320 8.6833 10.4711
66 C -7.5886 7.6106 9.7312
67 C -8.3111 7.0933 8.7055
68 H -10.9839 9.0332 8.8046
69 H -9.7894 10.1240 10.5268
70 H -7.6026 9.1372 11.2958
71 H -6.5940 7.2445 9.9388
72 H -8.0167 6.3115 8.0210
73 F -19.5607 1.2403 11.6104
74 C -18.2408 1.5440 11.7040
75 C -17.5213 1.5358 10.5232
76 C -16.1361 1.7700 10.5807
77 C -15.5314 2.1105 11.8120
78 C -16.2896 2.1077 13.0083
79 C -17.6882 1.8430 12.9490
80 H -18.0211 1.3143 9.5918
81 H -15.4778 1.7192 9.7260
82 H -14.5092 2.4528 11.7474
83 H -15.8604 2.1775 13.9969
84 H -18.3087 1.8423 13.8330
85 F -1.9268 9.7338 18.7927
86 C -2.0790 8.4416 19.1284
87 C -1.1128 7.6885 19.9115
88 C -1.2702 6.3531 20.2296
89 C -2.4105 5.7124 19.7448
90 C -3.2904 6.3905 18.9024
91 C -3.1253 7.7657 18.6518
92 H -0.4738 8.4315 20.3654
93 H -0.5966 5.9290 20.9595
94 H -2.5478 4.6545 19.9139
95 H -4.0121 5.8162 18.3404
96 H -3.8163 8.1926 17.9399
97 F -10.2355 -8.1320 21.7394
98 C -10.2478 -6.8567 21.2453
99 C -11.3433 -6.4766 20.6127
100 C -11.3908 -5.1957 20.0215
101 C -10.3116 -4.3937 20.1394
102 C -9.1217 -4.7545 20.7721
103 C -9.1194 -6.0873 21.3133
104 H -12.0998 -7.2443 20.5434
105 H -12.2676 -4.9752 19.4308
106 H -10.3214 -3.3962 19.7254
107 H -8.3528 -4.0021 20.8669
108 H -8.1849 -6.4474 21.7176
109 C -16.6991 -1.4660 21.7239
110 C -15.9350 -0.4500 20.8553
111 N -15.3468 0.2364 20.1681
112 H -16.1563 -2.4103 21.7658
113 H -17.6272 -1.7677 21.2383
114 H -16.8803 -1.1816 22.7604
115 C -0.1090 -1.5716 16.7579
116 C -0.6549 -2.7989 16.1851
117 N -1.0511 -3.8079 15.6942
118 H -0.7001 -1.2297 17.6075
119 H -0.1551 -0.7327 16.0636
120 H 0.9388 -1.7465 17.0024
121 C -9.3822 4.1958 20.7758
122 C -8.4180 3.0760 21.0984
123 N -7.6511 2.2424 21.3161
124 H -9.7944 4.4652 21.7482
125 H -10.1153 3.8389 20.0525
126 H -8.7293 4.9015 20.2622

## Properties
- relative energy (zero: lowest compared OMol25 entry of this formula, charge and spin) (eV) = 3.922
- LUMO energy (eV) = 0.2520
- Kohn-Sham gap (eV) = 9.42
- net charge = 0
- SMILES string = Fc1ccccc1.Fc1ccccc1.Fc1ccccc1.Fc1ccccc1.Fc1ccccc1.Fc1ccccc1.Fc1ccccc1.Fc1ccccc1.Fc1ccccc1.CC#N.CC#N.CC#N



Question: What is the net charge in the third record?
Answer: 0



Repeat the first record exactly.
Below is a 2-piece molecular cluster, CHFN4 overall in a non-equilibrium geometry, with properties calculated with ωB97M-V/def2-TZVPD.

CARTESIAN COORDINATES (ANGSTROEM)
1 C 1.6863 0.5995 0.2598
2 N 2.5677 0.9649 0.9309
3 N 0.8567 0.1729 -0.6551
4 N 0.3529 -0.2757 -1.5857
5 N -2.0419 -0.3730 -0.1251
6 F -0.9855 0.0247 0.7694
7 H -2.4361 -1.1133 0.4059

## Properties
- relative energy (zero: lowest compared OMol25 entry of this formula, charge and spin) (eV) = 5.202
- LUMO energy (spin up / spin down) (eV) = -0.6767 / -1.4221
- Kohn-Sham gap (spin up / spin down) (eV) = 10.98 / 6.61
- net charge = 0